The following is a DFT calculation (the ωB97M-V functional and the def2-TZVPD basis) of an isolated molecule of C5H6N2.

Structure (XYZ):
```
13
Properties=species:S:1:pos:R:3:lowdin_charge:R:1
C 0.949 1.730 -0.704 -0.045
C 0.207 0.439 -0.615 -0.401
C -0.625 -1.615 -0.415 -0.277
N -0.361 -0.291 -1.443 0.114
N -1.702 -1.913 0.132 0.125
C 0.283 -0.278 0.858 -0.128
C 0.228 -0.077 2.059 0.132
H -2.688 -1.836 -0.064 0.074
H 0.140 -2.314 -0.740 0.122
H 0.546 2.441 0.019 0.083
H 2.008 1.574 -0.489 0.088
H 0.840 2.125 -1.716 0.080
H 0.174 0.017 3.119 0.033
```

Computed properties:
spin multiplicity	1
E	-303.4241	Eh
HOMO-LUMO gap (spin up / spin down)	8.84 / 8.84	eV
structure (SMILES)	[H]/N=C\N=C(\C)C#C
net charge	0
relative energy (zero: lowest compared OMol25 entry of this formula, charge and spin)	5.767	eV



The following is a DFT calculation (the ωB97M-V functional and the def2-TZVPD basis) of an isolated molecule of C5H6N2.

Structure (XYZ):
```
13
Properties=species:S:1:pos:R:3:lowdin_charge:R:1
C -1.576 -0.541 0.433 -0.158
C -1.000 0.595 -0.464 -0.148
C 0.249 1.269 -0.012 -0.072
C 1.442 0.603 -0.010 -0.043
C 1.535 -0.944 -0.074 -0.117
H -1.006 -0.655 1.351 0.095
H -2.792 -0.617 0.597 0.151
H -1.673 0.937 -1.303 0.141
H 0.201 2.304 0.042 0.073
H 2.322 1.173 0.129 0.069
H 2.535 -1.499 0.097 0.123
N 0.453 -1.652 -0.199 0.015
N -0.689 -0.972 -0.588 -0.128
```

Computed properties:
spin multiplicity	1
E	-303.4742	Eh
HOMO-LUMO gap	8.25	eV
structure (SMILES)	C1=C[C@@H]2CN2N=C1
net charge	0
relative energy (zero: lowest compared OMol25 entry of this formula, charge and spin)	4.404	eV



The following is a DFT calculation (the ωB97M-V functional and the def2-TZVPD basis) of a structure of composition C5H6N2.

Structure (XYZ):
```
13
Properties=species:S:1:pos:R:3:lowdin_charge:R:1
C 1.233 -0.129 0.542 -0.164
C 1.198 -0.887 -0.801 -0.074
C -0.124 -0.205 -0.936 -0.226
N -1.373 -0.484 -0.960 0.105
C -1.963 0.362 -0.038 -0.142
C -1.069 1.092 0.692 -0.129
N 0.194 0.857 0.229 -0.005
H 2.167 0.363 0.759 0.103
H 0.939 -0.780 1.355 0.121
H 1.947 -0.538 -1.512 0.106
H 1.233 -1.977 -0.711 0.113
H -3.031 0.416 0.029 0.089
H -1.349 1.909 1.351 0.104
```

Computed properties:
spin multiplicity	1
E	-303.5516	Eh
HOMO-LUMO gap	9.71	eV
net charge	0
relative energy (zero: lowest compared OMol25 entry of this formula, charge and spin)	2.300	eV



The following is a DFT calculation (the ωB97M-V functional and the def2-TZVPD basis) of an isolated molecule of C5H6N2.

Structure (XYZ):
```
13
Properties=species:S:1:pos:R:3:lowdin_charge:R:1
C -1.233 -0.026 -0.105 -0.555
C -0.388 1.238 -0.208 -0.002
C 1.000 1.368 0.124 -0.061
C 1.935 0.163 0.029 -0.116
C 2.520 -0.929 0.110 0.090
H 0.226 -1.402 -0.195 -0.006
H -1.224 -2.128 0.552 0.212
H -2.927 -0.937 0.350 0.097
H -1.136 2.117 -0.211 0.125
H 1.448 2.321 0.017 0.066
H 3.056 -1.866 0.077 0.036
N -0.772 -1.336 -0.298 0.043
N -2.434 0.051 0.257 0.071
```

Computed properties:
spin multiplicity	1
E	-303.4730	Eh
HOMO-LUMO gap	8.92	eV
structure (SMILES)	[H]/N=C(N)/C=C\C#C
net charge	0
relative energy (zero: lowest compared OMol25 entry of this formula, charge and spin)	4.437	eV



The following is a DFT calculation (the ωB97M-V functional and the def2-TZVPD basis) of the ion C5H6N2 with charge +2.

Structure (XYZ):
```
13
Properties=species:S:1:pos:R:3:lowdin_charge:R:1
C -3.588 -0.402 0.050 0.397
C -1.134 -0.085 -0.190 0.167
C 1.904 -1.168 -0.105 0.256
C 1.224 1.280 -0.293 0.157
C 0.014 0.326 0.451 -0.074
N -2.426 -0.121 0.112 0.137
N 1.410 -0.032 0.026 -0.072
H -4.574 -0.596 -0.375 0.168
H 1.449 -1.996 0.466 0.155
H 2.917 -1.432 -0.694 0.213
H 1.122 1.514 -1.311 0.138
H 1.700 2.068 0.401 0.206
H -0.018 0.644 1.461 0.152
```

Computed properties:
spin multiplicity	1
E	-302.6666	Eh
HOMO-LUMO gap (spin up / spin down)	7.03 / 7.06	eV
net charge	+2
relative energy (zero: lowest compared OMol25 entry of this formula, charge and spin)	1.591	eV



The following is a DFT calculation (the ωB97M-V functional and the def2-TZVPD basis) of an isolated molecule of C5H6N2O.

Structure (XYZ):
```
14
Properties=species:S:1:pos:R:3:lowdin_charge:R:1
C 2.080 0.272 -1.066 -0.170
C 0.126 0.022 -0.019 -0.369
C -0.446 -1.696 1.033 -0.125
C -1.335 0.210 0.366 -0.226
C -2.163 1.344 0.349 0.127
H 2.911 0.404 -0.201 0.096
H 2.004 -0.894 -1.244 0.067
H 2.419 0.781 -2.247 0.132
H -0.506 -2.631 1.716 0.162
H -1.748 2.198 -0.241 0.086
H -3.129 1.264 0.671 0.024
N 0.691 0.902 -0.752 0.051
N 0.758 -1.150 0.700 0.138
O -1.661 -1.025 0.935 0.007
```

Computed properties:
spin multiplicity	1
E	-378.7368	Eh
HOMO-LUMO gap	8.89	eV
structure (SMILES)	C=C1OC=N/C1=N\C
net charge	0
relative energy (zero: lowest compared OMol25 entry of this formula, charge and spin)	3.652	eV



The following is a DFT calculation (the ωB97M-V functional and the def2-TZVPD basis) of an isolated molecule of C5H6N2O.

Structure (XYZ):
```
14
Properties=species:S:1:pos:R:3:lowdin_charge:R:1
C -1.118 1.486 0.408 -0.142
C 0.074 2.112 -0.080 -0.064
C 0.434 -0.315 -0.047 -0.306
C -0.082 -1.157 -1.097 0.031
C 1.010 -2.393 0.367 -0.262
H -1.759 0.757 -0.093 0.132
H -1.584 1.971 1.038 0.021
H 0.071 1.770 -1.071 0.083
H 0.712 2.926 0.349 0.137
H -0.785 -1.062 -1.884 0.072
H 1.350 -3.294 1.224 0.203
N 0.132 0.833 0.770 0.012
N 0.424 -2.566 -0.701 0.068
O 1.122 -1.067 0.816 0.016
```

Computed properties:
spin multiplicity	1
E	-378.6912	Eh
HOMO-LUMO gap	9.98	eV
structure (SMILES)	c1ncc(N2CC2)o1
net charge	0
relative energy (zero: lowest compared OMol25 entry of this formula, charge and spin)	4.892	eV



The following is a DFT calculation (the ωB97M-V functional and the def2-TZVPD basis) of an isolated molecule of C5H6N2O.

Structure (XYZ):
```
14
Properties=species:S:1:pos:R:3:lowdin_charge:R:1
C 0.086 -1.357 -1.072 -0.152
C 0.391 -0.128 -0.403 -0.444
C 0.183 -0.106 1.163 -0.129
C -1.002 0.922 1.041 -0.153
C 1.697 0.460 -1.047 -0.105
H 0.848 -2.141 -0.920 0.144
H -0.175 -1.224 1.481 0.149
H 1.233 0.096 1.711 0.146
H -1.963 0.411 1.405 0.111
H -0.696 1.923 1.780 0.163
H -1.414 0.757 -1.232 0.086
N -0.762 0.880 -0.494 0.025
N 2.589 0.923 -1.650 0.142
O -1.013 -1.414 -1.762 0.019
```

Computed properties:
spin multiplicity	1
E	-378.7323	Eh
HOMO-LUMO gap	9.45	eV
structure (SMILES)	N#C[C@@]1(C=O)CCN1
net charge	0
relative energy (zero: lowest compared OMol25 entry of this formula, charge and spin)	3.773	eV



The following is a DFT calculation (the ωB97M-V functional and the def2-TZVPD basis) of an isolated molecule of C5H6N2O.

Structure (XYZ):
```
14
Properties=species:S:1:pos:R:3:lowdin_charge:R:1
C -2.102 -1.377 0.114 0.066
C -1.010 -0.517 -0.156 -0.291
C 1.228 0.068 -0.119 -0.367
C 0.704 1.454 0.151 -0.011
C -0.851 1.081 -0.084 -0.279
H -1.920 -2.508 0.140 0.078
H -3.064 -1.028 -0.090 0.015
H 0.569 -1.790 0.183 0.152
H 3.352 0.297 -0.205 0.099
H 0.902 2.217 -0.555 0.096
H 1.242 1.647 1.239 0.192
N 0.194 -0.964 -0.262 0.059
N 2.488 -0.431 -0.136 0.058
O -1.732 1.851 -0.218 0.133
```

Computed properties:
spin multiplicity	1
E	-378.7730	Eh
HOMO-LUMO gap	8.51	eV
structure (SMILES)	[H]/N=C1\CC(=O)C(=C)N1
net charge	0
relative energy (zero: lowest compared OMol25 entry of this formula, charge and spin)	2.664	eV



The following is a DFT calculation (the ωB97M-V functional and the def2-TZVPD basis) of an isolated molecule of C5H6N2O.

Structure (XYZ):
```
14
Properties=species:S:1:pos:R:3:lowdin_charge:R:1
C -0.907 -1.598 0.313 -0.056
C -0.387 -0.277 -0.288 -0.212
C 0.251 -0.377 -1.763 -0.089
C 0.097 0.894 0.289 -0.344
C 0.797 1.897 -0.494 -0.183
H -2.098 -1.182 0.491 0.164
H -1.145 -2.089 -0.700 0.075
H -0.364 -2.121 1.017 0.034
H 0.491 -1.500 -2.306 0.180
H 1.092 1.316 2.138 0.201
H 0.132 0.264 2.331 0.126
N -0.091 1.218 1.702 0.025
N 1.663 2.790 -0.338 0.158
O 0.469 0.766 -2.390 -0.079
```

Computed properties:
spin multiplicity	1
E	-378.6491	Eh
HOMO-LUMO gap	8.75	eV
structure (SMILES)	C/C(C=O)=C(\N)C#N
net charge	0
relative energy (zero: lowest compared OMol25 entry of this formula, charge and spin)	6.037	eV



The following is a DFT calculation (the ωB97M-V functional and the def2-TZVPD basis) of an isolated molecule of C5H6N2O.

Structure (XYZ):
```
14
Properties=species:S:1:pos:R:3:lowdin_charge:R:1
C -1.322 0.033 2.465 -0.063
C -0.022 -0.014 0.305 -0.265
C 1.423 -0.027 -0.276 -0.030
C -1.045 0.125 -0.642 -0.085
C -0.697 0.392 -1.926 -0.330
H -2.152 -0.733 2.160 0.108
H -1.778 1.025 2.100 0.106
H -0.913 -0.006 3.524 0.109
H 0.627 -0.470 1.928 0.078
H 1.350 0.479 -1.311 0.121
H -2.247 -0.192 -0.486 0.181
N -0.233 -0.315 1.574 -0.037
N -0.284 0.825 -2.953 0.136
O 2.339 -0.840 0.272 -0.030
```

Computed properties:
spin multiplicity	1
E	-378.7525	Eh
HOMO-LUMO gap	7.85	eV
structure (SMILES)	CN/C(C=O)=C/C#N
net charge	0
relative energy (zero: lowest compared OMol25 entry of this formula, charge and spin)	3.224	eV



The following is a DFT calculation (the ωB97M-V functional and the def2-TZVPD basis) of a structure of composition C5H6N2O.

Structure (XYZ):
```
14
Properties=species:S:1:pos:R:3:lowdin_charge:R:1
C -1.309 -1.580 0.146 -0.026
C -0.472 -0.251 0.193 -0.612
C 0.177 1.732 -0.199 -0.050
C 0.181 0.385 -1.063 -0.424
C 0.794 -0.582 1.022 -0.219
H -2.289 -1.466 -0.358 0.047
H -0.448 -1.952 -0.885 0.177
H -1.074 -2.414 1.365 0.213
H -1.622 1.231 1.406 0.236
H -0.048 2.760 -0.895 0.170
H 1.170 1.552 0.509 0.152
N -1.169 0.972 0.258 -0.010
N 1.456 -0.931 1.844 0.182
O 0.760 0.222 -2.056 0.165
```

Computed properties:
spin multiplicity	1
E	-378.6042	Eh
HOMO-LUMO gap	10.12	eV
net charge	0
relative energy (zero: lowest compared OMol25 entry of this formula, charge and spin)	7.257	eV



The following is a DFT calculation (the ωB97M-V functional and the def2-TZVPD basis) of an isolated molecule of C5H6N2O.

Structure (XYZ):
```
14
Properties=species:S:1:pos:R:3:lowdin_charge:R:1
C 1.409 0.806 -0.668 -0.047
C 0.818 -0.036 0.487 -0.232
C -0.485 -0.043 1.115 -0.163
C -0.894 -1.504 -0.478 -0.106
C -1.635 0.430 0.217 -0.337
H 1.580 1.933 -0.352 0.123
H 0.818 0.735 -1.643 0.088
H 2.446 0.441 -1.122 0.105
H 1.446 -0.055 1.405 0.145
H -0.674 -0.167 2.211 0.170
H -1.073 -2.376 -1.137 0.133
N 0.014 -1.324 0.505 0.049
N -1.954 -0.618 -0.603 0.130
O -1.815 1.777 0.063 -0.057
```

Computed properties:
spin multiplicity	1
E	-378.7363	Eh
HOMO-LUMO gap	9.13	eV
structure (SMILES)	C[C@H]1[C@H]2C(=O)N=CN21
net charge	0
relative energy (zero: lowest compared OMol25 entry of this formula, charge and spin)	3.664	eV



The following is a DFT calculation (the ωB97M-V functional and the def2-TZVPD basis) of an isolated molecule of C5H6N2O.

Structure (XYZ):
```
14
Properties=species:S:1:pos:R:3:lowdin_charge:R:1
C -1.347 1.544 0.012 -0.069
C -0.901 0.156 0.097 -0.341
C -0.829 -1.987 0.025 -0.239
C 0.519 -0.304 -0.128 -0.192
C 1.703 0.448 0.006 -0.055
H -0.864 2.207 -0.795 0.098
H -2.448 1.380 -0.493 0.134
H -1.324 2.020 1.020 0.085
H -1.156 -2.997 0.303 0.111
H 1.909 1.483 0.034 0.117
H 3.093 -1.182 -0.108 0.208
N -1.707 -0.898 0.039 0.100
N 0.421 -1.742 -0.098 0.067
O 2.932 -0.129 0.084 -0.025
```

Computed properties:
spin multiplicity	1
E	-378.8025	Eh
HOMO-LUMO gap	8.79	eV
structure (SMILES)	CC1=NC=N/C1=C\O
net charge	0
relative energy (zero: lowest compared OMol25 entry of this formula, charge and spin)	1.862	eV



The following is a DFT calculation (the ωB97M-V functional and the def2-TZVPD basis) of an isolated molecule of C5H6N2O.

Structure (XYZ):
```
14
Properties=species:S:1:pos:R:3:lowdin_charge:R:1
C -0.835 1.117 -0.438 -0.243
C -1.385 -0.007 0.546 0.008
C 1.040 -1.365 0.855 -0.056
C 2.112 -0.822 0.207 -0.151
C 0.520 0.445 -0.225 -0.324
H -1.114 1.527 -2.298 0.105
H -0.880 2.175 -0.228 0.140
H -1.696 0.406 1.479 0.105
H -2.157 -0.610 0.106 0.116
H 0.934 -2.340 1.370 0.115
H 3.122 -1.193 0.271 0.092
N -0.016 -0.530 0.510 -0.013
N 1.772 0.337 -0.483 0.116
O -1.418 0.859 -1.671 -0.010
```

Computed properties:
spin multiplicity	1
E	-378.8128	Eh
HOMO-LUMO gap	9.67	eV
structure (SMILES)	O[C@H]1Cn2ccnc21
net charge	0
relative energy (zero: lowest compared OMol25 entry of this formula, charge and spin)	1.581	eV



The following is a DFT calculation (the ωB97M-V functional and the def2-TZVPD basis) of a structure of composition C5H6N2O.

Structure (XYZ):
```
14
Properties=species:S:1:pos:R:3:lowdin_charge:R:1
C -0.367 -0.667 -1.748 -0.046
C -0.868 -1.295 0.633 -0.232
C -0.218 -0.524 -0.253 -0.292
N 0.561 1.739 0.072 0.151
C 0.679 0.438 0.376 -0.233
C 0.176 -0.185 2.239 -0.190
O -1.643 -2.068 1.038 0.178
N 0.278 0.071 3.365 0.048
H 1.224 2.404 0.440 0.123
H -0.261 2.078 -0.406 0.125
H 1.684 0.142 0.660 0.129
H 0.596 -0.827 -2.240 0.080
H -1.005 -1.520 -1.978 0.085
H -0.835 0.213 -2.199 0.073
```

Computed properties:
spin multiplicity	1
E	-378.7685	Eh
HOMO-LUMO gap	8.76	eV
net charge	0
relative energy (zero: lowest compared OMol25 entry of this formula, charge and spin)	2.788	eV



The following is a DFT calculation (the ωB97M-V functional and the def2-TZVPD basis) of a structure of composition C5H6N2O.

Structure (XYZ):
```
14
Properties=species:S:1:pos:R:3:lowdin_charge:R:1
C 2.162 1.023 0.270 0.005
C 1.386 -0.246 -0.051 -0.488
C -0.838 1.159 -0.211 -0.036
C -2.033 0.771 -0.005 -0.101
C -0.968 -1.113 0.137 -0.074
H 3.162 0.747 0.380 0.040
H 2.085 2.104 -0.631 0.201
H 1.627 1.534 1.052 0.055
H -0.407 2.050 -0.424 0.085
H -2.787 1.122 -0.043 -0.033
H -0.838 -2.060 0.295 0.071
N -0.040 -0.015 -0.110 0.029
N -2.151 -0.624 0.139 0.097
O 1.780 -1.325 -0.209 0.150
```

Computed properties:
spin multiplicity	1
E	-378.7365	Eh
HOMO-LUMO gap	10.09	eV
net charge	0
relative energy (zero: lowest compared OMol25 entry of this formula, charge and spin)	3.659	eV



The following is a DFT calculation (the ωB97M-V functional and the def2-TZVPD basis) of a structure of composition C5H6N2O.

Structure (XYZ):
```
14
Properties=species:S:1:pos:R:3:lowdin_charge:R:1
C -0.708 -0.933 -1.623 -0.035
C -0.262 -0.763 -0.147 -0.247
C 1.007 0.054 0.301 -0.207
C 1.843 0.819 -0.583 -0.119
C -0.907 0.930 1.839 -0.092
H 0.028 -1.789 -1.811 0.102
H -0.503 -0.084 -2.293 0.074
H -1.841 -1.186 -1.810 0.119
H -0.174 -1.672 0.519 0.158
H 1.489 -0.140 1.409 0.196
H 0.168 1.466 2.434 0.199
N 2.707 1.685 -1.003 0.136
N -0.440 0.409 0.669 -0.055
O -2.408 1.203 2.100 -0.230
```

Computed properties:
spin multiplicity	1
E	-378.6062	Eh
HOMO-LUMO gap	9.34	eV
net charge	0
relative energy (zero: lowest compared OMol25 entry of this formula, charge and spin)	7.203	eV



The following is a DFT calculation (the ωB97M-V functional and the def2-TZVPD basis) of an isolated molecule of C5H6N2O.

Structure (XYZ):
```
14
Properties=species:S:1:pos:R:3:lowdin_charge:R:1
C -1.759 0.179 -0.005 -0.135
C 0.562 0.364 -0.224 -0.442
C 0.751 1.770 -0.041 0.055
C 1.861 -0.358 -0.241 -0.042
C 2.810 -1.158 0.387 0.119
H -1.187 -2.128 -0.378 0.039
H -1.798 1.210 -0.465 0.149
H -3.567 -0.129 0.456 0.006
H 1.830 2.003 0.527 0.128
H 0.141 2.552 -0.030 -0.028
H 3.903 -1.586 0.364 0.056
N -0.481 -0.284 -0.448 -0.062
N -2.745 -0.629 0.374 0.119
O -0.322 -1.805 -0.277 0.039
```

Computed properties:
spin multiplicity	1
E	-378.5652	Eh
HOMO-LUMO gap	7.89	eV
structure (SMILES)	[H]/N=C/N(O)C(=C)C#C
net charge	0
relative energy (zero: lowest compared OMol25 entry of this formula, charge and spin)	8.318	eV